Entry 1:
ORCA calculation (ωB97M-V/def2-TZVPD) on a molecular structure, C24H18Cl2CrIN7O2Se2.

Values from the calculation:
Expectation value of S² = 3.815
Multiplicity = 4
Net charge = +1
Frontier orbital gap (alpha / beta) = 7.524 / 7.266 eV
E = -231961.716 eV
HOMO (alpha / beta) = -10.9 / -10.8 eV

Each line ends with the Löwdin charge.
Cartesian coordinates (Å):
Cr1 -0.10065 0.29530 -0.01375  0.6876
Cl1 -4.61758 -1.69654 -5.44724  0.7030
C1 -3.37984 -1.14923 -4.37168  -0.6630
C2 -2.32665 -0.37155 -4.87943  -0.0897
C3 -1.32979 0.08313 -4.05619  -0.5682
Cl2 -0.05818 1.05511 -4.69368  0.7457
C4 -1.31989 -0.20398 -2.66315  -0.3760
O1 -0.36549 0.26703 -1.93267  -0.2578
C5 -2.39399 -0.99951 -2.18066  -0.1266
C6 -2.46624 -1.40406 -0.81164  -0.1365
O2 -1.65307 -1.12821 0.08282  -0.0757
C7 -3.41376 -1.46121 -3.04450  -0.0501
H1 -2.30143 -0.12355 -5.93129  0.1164
H2 -3.32265 -2.03553 -0.53696  0.1488
H3 -4.21735 -2.06371 -2.64425  0.1209
N1 2.09126 -2.95729 -1.44748  0.0734
C8 1.05823 -2.13579 -1.30817  -0.1010
N2 1.35702 -1.20916 -0.41229  0.0398
C9 2.64017 -1.51667 -0.04185  -0.3088
N3 3.10508 -2.58163 -0.65084  0.1569
C10 3.47006 -0.77303 0.92060  -0.2298
C11 4.84959 -0.97844 0.95463  -0.0549
N4 5.62364 -0.31629 1.79932  0.1074
C12 5.02411 0.55601 2.60316  -0.0888
C13 3.65164 0.75411 2.57125  -0.0961
N5 2.86921 0.08574 1.73326  0.1223
H4 2.19219 -3.75129 -2.06169  0.1759
H5 0.14007 -2.22322 -1.86238  0.1417
H6 5.32304 -1.68313 0.28416  0.1202
H7 5.65300 1.10868 3.28861  0.1138
H8 3.17355 1.46460 3.23579  0.1116
Se1 -2.57462 1.34214 2.65584  0.7664
Se2 -0.43810 2.10792 3.07319  0.7531
C14 0.34785 0.35893 3.16063  -0.6788
C15 0.97961 -0.02764 4.33049  -0.1034
C16 1.39581 -1.34312 4.45266  -0.0285
C17 1.09933 -2.23077 3.43254  -0.0213
C18 0.47228 -1.74870 2.29891  -0.1251
N6 0.14693 -0.46497 2.13270  -0.0407
C19 -2.74391 1.92070 0.83567  -0.6346
C20 -3.93549 2.55951 0.51941  -0.0936
C21 -4.08530 3.12753 -0.73204  -0.0255
C22 -3.00720 3.09488 -1.60017  -0.0124
C23 -1.86469 2.42430 -1.21322  -0.1037
N7 -1.74107 1.78277 -0.03635  -0.0255
H9 1.10066 0.67889 5.13883  0.1113
H10 1.89787 -1.67867 5.34992  0.1229
H11 1.34818 -3.27885 3.50665  0.1183
H12 0.22034 -2.41164 1.48372  0.1129
H13 -4.70889 2.64574 1.26995  0.1057
H14 -5.00544 3.62747 -1.00270  0.1230
H15 -3.03932 3.57606 -2.56630  0.1221
H16 -1.01002 2.37305 -1.87108  0.1110
I1 2.69308 1.76452 -1.56397  0.8181
C24 1.15783 1.94352 -0.07680  -0.7344
H17 0.64148 2.86808 -0.31761  -0.0343
H18 1.69751 2.08166 0.85732  -0.0657

---

Entry 2:
ORCA calculation (ωB97M-V/def2-TZVPD) on a single C24H18N2O5S molecule at a distorted geometry.

Values from the calculation:
Multiplicity = 1
Structure (SMILES) = COC(=O)c1ccccc1-c1ccc(/C=C2/C(=O)NC(=S)N(c3ccc(C)cc3)C2=O)o1
Frontier orbital gap = 7.461 eV
E = -49228.862 eV
HOMO = -8.4 eV

Each line ends with the Löwdin charge.
Cartesian coordinates (Å):
C1 -2.38073 -0.35744 0.19407  -0.0343
O1 -1.80200 -1.52689 0.74006  -0.0300
C2 -0.89159 -1.27695 1.73890  -0.4467
O2 -0.77932 -0.23401 2.33259  0.1285
C3 -0.05529 -2.33856 2.18782  -0.0830
C4 0.25570 -2.46364 3.59481  0.0538
C5 1.03736 -3.56649 4.00674  -0.0793
C6 1.64034 -4.30277 3.08138  -0.1082
C7 1.37320 -4.16106 1.75371  -0.0302
C8 0.52276 -3.17498 1.25193  -0.0590
C9 0.36031 -2.99717 -0.26850  -0.1978
C10 0.11446 -4.04478 -1.08781  0.0034
C11 -0.11237 -3.47757 -2.41594  0.0287
C12 0.11791 -2.15560 -2.22484  -0.2310
C13 -0.01519 -1.25420 -3.34106  0.0967
C14 0.38638 0.03880 -3.31640  -0.0430
C15 0.25847 0.86720 -4.49136  -0.4685
O3 -0.18613 0.39130 -5.52914  0.0767
N1 0.40028 2.15436 -4.46913  0.1018
C16 0.75872 2.76622 -3.28435  -0.7241
S1 0.89453 4.38590 -3.46935  0.7333
N2 0.71072 2.08707 -2.05928  0.0469
C17 0.39470 2.71274 -0.75742  -0.1703
C18 -0.55509 3.67716 -0.53396  -0.0558
C19 -0.97331 4.11323 0.73283  -0.0249
C20 -0.21962 3.78643 1.86467  -0.2685
C21 -0.52137 4.35224 3.18791  -0.0617
C22 0.49435 2.53714 1.74857  -0.0120
C23 0.88038 2.13425 0.44505  -0.0093
C24 0.97777 0.77273 -2.19974  -0.3311
O4 2.13072 0.41706 -1.82030  0.1267
O5 0.52289 -1.80538 -0.91161  0.1072
H1 -1.72131 0.30766 -0.24775  0.0581
H2 -3.01374 -0.74362 -0.62292  0.1082
H3 -2.95844 0.06782 1.03515  0.1121
H4 -0.15280 -1.92544 4.43016  0.1144
H5 1.17284 -3.71565 5.05982  0.1068
H6 2.35824 -5.14087 3.24430  0.1306
H7 1.85613 -4.82585 1.04805  0.1188
H8 -0.27870 -5.07216 -0.89166  0.1396
H9 -0.65405 -3.85273 -3.30475  0.1384
H10 -0.72687 -1.62244 -4.06516  0.1414
H11 0.35520 2.68322 -5.32757  0.1490
H12 -0.96963 4.10699 -1.45459  0.0885
H13 -1.82226 4.69809 0.72862  0.0880
H14 -1.57172 4.46035 3.22299  0.0633
H15 0.04038 5.35142 3.30994  0.1175
H16 -0.18727 3.72508 4.02049  0.0791
H17 0.98739 2.11984 2.65024  0.1221
H18 1.54667 1.32194 0.48378  0.0889

---

Entry 3:
ORCA calculation (ωB97M-V/def2-TZVPD) on a molecular structure, C24H18N3O7S4SbW.

Values from the calculation:
Expectation value of S² = 0.770
Multiplicity = 2
Net charge = -1
Frontier orbital gap (alpha / beta) = 5.365 / 5.288 eV
E = -95687.967 eV
HOMO (alpha / beta) = -4.5 / -4.8 eV

Each line ends with the Löwdin charge.
Cartesian coordinates (Å):
W1 0.87719 -1.19452 0.51994  1.2135
S1 -2.08858 -3.02138 -3.12343  -0.3556
Sb1 -0.26290 -3.54029 -1.89121  0.2546
S2 -0.86747 -2.73878 0.38537  0.0433
S3 1.01736 -1.39080 -1.82650  0.0104
O1 4.47943 -3.31614 0.70715  0.0977
C1 3.67693 -2.43665 0.49656  -0.5427
O2 2.37318 -2.59535 0.55299  -0.2935
C2 4.06269 -1.05454 0.04856  -0.0597
C3 5.04102 -0.80711 -0.87234  0.0932
C4 5.06740 0.43357 -1.54202  -0.1232
C5 4.04239 1.34449 -1.42949  0.0950
C6 3.05606 1.06163 -0.49877  -0.1100
C7 3.14044 -0.03612 0.38061  -0.3568
O3 2.39335 -0.11098 1.45252  -0.1487
N1 1.78484 1.69046 -0.56514  -0.2763
O4 0.79766 0.99278 -0.23187  -0.1476
O5 1.65233 2.81515 -0.98271  0.1285
N2 6.13774 0.70656 -2.50157  -0.3611
O6 7.00504 -0.13596 -2.63573  0.0701
O7 6.10227 1.75835 -3.11506  0.0606
H1 5.75321 -1.57742 -1.13324  0.1384
H2 3.98203 2.20735 -2.07556  0.1366
C8 -3.69027 3.08286 -2.55852  -0.0518
C9 -3.51971 1.58858 -2.25334  -0.5536
C10 -2.43343 1.02291 -3.16803  -0.0622
C11 -4.83150 0.84867 -2.54873  -0.0419
C12 -3.17495 1.41385 -0.77501  -0.1477
C13 -4.03532 1.93555 0.20911  -0.0323
C14 -3.79379 1.78224 1.55747  -0.0768
C15 -2.64831 1.09271 1.94262  -0.4482
S4 -2.12783 0.61409 3.53580  1.1298
C16 -0.78160 -0.21693 2.84426  -0.5151
N3 -0.68629 -0.09198 1.54834  -0.1190
C17 -1.76715 0.60071 0.98652  -0.2763
C18 -2.03761 0.74082 -0.37418  0.0365
C19 0.11342 -1.13938 3.51678  -0.2545
C20 0.10555 -1.33188 4.89879  -0.0588
C21 0.89105 -2.32764 5.43899  -0.0941
C22 1.65471 -3.12521 4.58493  -0.0729
C23 1.66043 -2.91590 3.21501  -0.0769
C24 0.89745 -1.90337 2.63396  -0.2269
H3 -3.93470 3.21997 -3.61416  0.0821
H4 -2.76726 3.62685 -2.34786  0.0900
H5 -4.49157 3.53182 -1.96844  0.0705
H6 -2.72642 1.18116 -4.20830  0.0882
H7 -2.28628 -0.05056 -3.03296  0.0328
H8 -1.47533 1.52613 -3.01273  0.0911
H9 -5.09598 0.96984 -3.60157  0.0836
H10 -5.65923 1.23010 -1.94655  0.0750
H11 -4.71947 -0.21824 -2.34876  0.0925
H12 -4.92772 2.46631 -0.09727  0.1062
H13 -4.48443 2.17374 2.29254  0.1059
H14 -1.36871 0.30175 -1.09992  0.0677
H15 -0.51394 -0.71138 5.53771  0.0959
H16 0.90653 -2.49817 6.50754  0.0955
H17 2.25885 -3.92250 5.00197  0.1005
H18 2.26720 -3.55180 2.58491  0.0990

---

Entry 4:
ORCA calculation (ωB97M-V/def2-TZVPD) on a molecular structure, C24H19BrCl3HfN2O9P2 at a distorted geometry.

Values from the calculation:
Multiplicity = 1
Net charge = +1
Frontier orbital gap = 7.280 eV
E = -174105.241 eV
HOMO = -10.9 eV

Each line ends with the Löwdin charge.
Cartesian coordinates (Å):
Hf1 0.38085 0.38721 0.23554  1.5854
Br1 1.59868 -6.06434 2.50777  0.7747
C1 1.68326 -4.20150 2.21935  -0.6922
C2 2.82762 -3.64181 1.63516  -0.0932
C3 2.90380 -2.29140 1.41181  0.0010
C4 1.82499 -1.44733 1.70181  -0.3401
O1 1.90509 -0.14854 1.43050  -0.1860
C5 0.66542 -2.01571 2.30710  -0.1458
C6 -0.40463 -1.14882 2.74219  -0.0469
N1 -0.57449 -0.00095 2.18284  -0.0744
C7 -1.38522 1.06608 2.64368  -0.1952
C8 -2.51852 0.97909 3.39178  0.0128
C9 -3.18844 2.15383 3.80446  -0.0402
C10 -2.69987 3.38530 3.48325  -0.0045
C11 -1.52366 3.50263 2.70215  -0.1327
C12 -0.93781 4.74029 2.34749  0.0276
C13 0.19774 4.76344 1.59497  -0.0140
C14 0.74506 3.54815 1.15099  -0.0806
N2 0.23483 2.37836 1.45992  0.0169
C15 -0.88761 2.34157 2.25222  -0.1481
C16 0.64444 -3.39876 2.58514  -0.0742
H1 3.65489 -4.28480 1.36361  0.1138
H2 3.78556 -1.84657 0.96891  0.1324
H3 -1.02288 -1.45789 3.58467  0.1514
H4 -2.91396 0.00985 3.67246  0.1222
H5 -4.09290 2.06572 4.39104  0.1178
H6 -3.20292 4.28387 3.81836  0.1254
H7 -1.39704 5.66163 2.68663  0.1314
H8 0.67384 5.69395 1.31993  0.1180
H9 1.61917 3.53698 0.51231  0.1205
H10 -0.22598 -3.82813 3.06854  0.1186
C17 0.37184 2.08749 -4.58494  -0.0473
C18 0.43566 2.10803 -3.05942  -0.5728
O2 0.68789 3.42181 -2.53744  -0.0630
P1 1.90243 1.21044 -2.43290  0.5357
O3 1.96231 -0.17763 -3.10295  -0.0653
O4 3.18189 1.92050 -3.00302  -0.0357
O5 1.89563 1.22656 -0.90652  -0.3268
P2 -1.15066 1.46073 -2.33546  0.3742
O6 -1.04762 -0.09002 -2.72499  -0.1420
O7 -2.34581 2.07096 -2.92129  -0.2318
O8 -0.92332 1.51188 -0.79077  -0.4081
H11 1.25251 2.57801 -4.99903  0.0945
H12 -0.52567 2.61217 -4.91299  0.0942
H13 0.33091 1.06654 -4.96567  0.0919
H14 -0.04785 3.99775 -2.78881  0.1168
H15 2.03002 -0.97057 -2.53436  0.0334
H16 3.35034 2.80176 -2.65377  0.1127
H17 -1.67773 -0.30757 -3.42018  0.1103
Cl1 -2.21775 -6.23685 -2.09415  0.7106
C19 -1.36460 -4.78879 -1.68494  -0.6589
C20 -2.03759 -3.75380 -1.06138  -0.1064
C21 -1.33169 -2.60918 -0.75504  -0.5245
Cl2 -2.13812 -1.26678 0.01017  0.8460
C22 0.01942 -2.44579 -1.04080  -0.4312
O9 0.67145 -1.33036 -0.72329  -0.2832
C23 0.64654 -3.50451 -1.68410  -0.5402
Cl3 2.31565 -3.32731 -2.14010  0.7864
C24 -0.02248 -4.67083 -2.00305  -0.1052
H18 -3.08946 -3.83785 -0.82502  0.1170
H19 0.49651 -5.47817 -2.50039  0.1168

---

Entry 5:
ORCA calculation (ωB97M-V/def2-TZVPD) on a molecular structure, C24H19BrNO2PtSbSe4 at a distorted geometry.

Values from the calculation:
Multiplicity = 1
Net charge = -2
Frontier orbital gap (alpha / beta) = 4.495 / 4.498 eV
E = -371995.039 eV
HOMO (alpha / beta) = -1.0 / -1.0 eV

Each line ends with the Löwdin charge.
Cartesian coordinates (Å):
Pt1 -1.80418 1.37035 0.61539  0.5134
Br1 -2.46685 1.96945 -2.40727  0.7314
C1 -2.18370 0.11315 -2.67029  -0.5980
C2 -2.07509 -0.29691 -3.97062  -0.1636
C3 -1.98461 -1.66876 -4.28154  -0.1100
C4 -2.05945 -2.58802 -3.27970  -0.0719
C5 -2.17055 -2.19019 -1.92323  -0.2075
C6 -2.29469 -3.17825 -0.91897  -0.0839
C7 -2.42516 -2.80622 0.38814  -0.0879
C8 -2.36140 -1.44709 0.75114  -0.1147
C9 -2.17428 -0.43531 -0.17233  -0.2853
C10 -2.17184 -0.79992 -1.56567  -0.2150
H1 -2.08637 0.44547 -4.75778  0.0816
H2 -1.88708 -1.97840 -5.31595  0.0905
H3 -2.04402 -3.65075 -3.50138  0.0999
H4 -2.28807 -4.22516 -1.20662  0.0982
H5 -2.55331 -3.55911 1.15913  0.0993
H6 -2.43238 -1.18908 1.80229  0.0735
Se1 -3.15595 2.91525 3.24882  -0.1645
Sb1 -1.98061 5.18868 2.18267  -0.0130
Se2 -1.25305 4.29456 -0.02777  -0.2586
Se3 -4.09605 2.00783 1.41675  -0.0311
Se4 0.13852 5.26247 3.44466  -0.4927
C11 0.82110 -1.61215 -0.97483  -0.0499
O1 0.75518 -0.23548 -0.65443  -0.0913
C12 1.79651 0.55038 -0.97990  -0.2373
C13 2.75155 0.22624 -1.93121  -0.0239
C14 3.75638 1.13081 -2.26453  -0.1125
C15 3.79317 2.37049 -1.64625  -0.1116
C16 2.84865 2.68846 -0.67945  -0.0076
C17 1.86436 1.77824 -0.29838  -0.1817
N1 0.96304 2.15720 0.69013  0.0483
C18 0.14636 1.45879 1.54011  -0.2548
C19 0.59703 0.26994 2.28395  -0.1159
C20 1.91925 -0.20271 2.17180  -0.0599
C21 2.41857 -1.20991 2.96422  -0.1339
C22 1.59230 -1.79107 3.94500  -0.1313
C23 0.30467 -1.36836 4.10767  -0.0333
C24 -0.28310 -0.35615 3.26356  -0.4169
O2 -1.49608 -0.08181 3.37853  -0.0918
H7 0.00880 -2.08950 -0.43326  0.0767
H8 1.77395 -2.04123 -0.64979  0.1031
H9 0.68732 -1.78257 -2.04818  0.0963
H10 2.70153 -0.72625 -2.44146  0.1007
H11 4.48939 0.86636 -3.01718  0.0884
H12 4.55579 3.09335 -1.90907  0.0911
H13 2.87235 3.64849 -0.17535  0.1219
H14 0.82233 3.16579 0.77349  0.0168
H15 -0.34997 2.18038 2.20660  0.0607
H16 2.59942 0.26498 1.47564  0.1020
H17 3.44905 -1.52534 2.84981  0.0772
H18 1.98973 -2.57482 4.58251  0.0837
H19 -0.33848 -1.80660 4.86042  0.0966

---

Entry 6:
ORCA calculation (ωB97M-V/def2-TZVPD) on a molecular structure, C24H19CoN5SSe3Te.

Values from the calculation:
Expectation value of S² = 3.802
Multiplicity = 4
Net charge = -2
Frontier orbital gap (alpha / beta) = 3.876 / 5.114 eV
E = -284441.430 eV
HOMO (alpha / beta) = 0.4 / -1.1 eV

Each line ends with the Löwdin charge.
Cartesian coordinates (Å):
Co1 -1.24263 -0.40321 0.54008  -0.0350
N1 -3.52015 3.28627 0.42944  0.0332
C1 -2.64187 2.21341 0.46320  -0.8466
S1 -3.32325 0.63809 0.56670  0.6494
N2 -1.37142 2.56227 0.42013  0.0134
N3 -0.56451 1.45428 0.47920  -0.0931
C2 0.71780 1.54460 0.45929  -0.1647
C3 1.48036 2.81192 0.31656  -0.1551
C4 2.52588 2.86576 -0.60053  -0.0385
C5 3.26792 4.02875 -0.76220  -0.0987
C6 2.97666 5.14963 0.00158  -0.1202
C7 1.93896 5.09967 0.92432  -0.0985
C8 1.19113 3.94133 1.07812  -0.0286
C9 1.41870 0.24162 0.65940  -0.2875
C10 2.71627 0.14241 1.12694  -0.0753
C11 2.99869 -1.06661 1.87074  -0.1407
C12 2.17606 -2.12881 1.83627  -0.0650
C13 1.05314 -2.16246 0.83455  -0.2756
N4 0.59253 -0.79490 0.58217  -0.0378
H1 -4.41949 3.07846 0.83193  0.0568
H2 -3.10317 4.14947 0.74279  0.0728
H3 2.75449 1.98215 -1.18293  0.1166
H4 4.07560 4.05475 -1.48392  0.0916
H5 3.55570 6.05784 -0.12007  0.0864
H6 1.70724 5.96964 1.52750  0.0910
H7 0.37605 3.89888 1.78607  0.1067
H8 3.34629 1.01482 1.21222  0.0724
H9 3.83520 -1.05670 2.56426  0.0824
H10 2.30024 -2.96625 2.51446  0.0939
H11 1.40383 -2.59939 -0.11488  0.1471
Se1 -1.03409 -0.14089 2.92191  0.1918
Se2 -2.82902 -0.47366 4.22339  -0.1721
Te1 -3.22091 -4.31082 2.87654  0.1749
Se3 -3.17369 -2.93872 0.85922  0.3403
C14 -1.41983 0.44647 -3.64551  -0.1130
C15 -1.28032 -0.84696 -4.19642  -0.1279
C16 -1.18924 -1.93038 -3.37776  -0.0371
C17 -1.23779 -1.76963 -1.95379  -0.2177
N5 -1.34431 -0.49178 -1.44369  0.0174
C18 -1.44505 0.54596 -2.26822  -0.1516
C19 -1.12250 -2.78930 -1.01307  -0.3063
C20 -0.73827 -4.11304 -1.28455  -0.0942
C21 -0.29353 -4.95009 -0.22549  -0.1534
C22 -0.04204 -4.45353 1.01606  -0.1327
C23 -0.20272 -2.97566 1.26992  -0.3637
C24 -1.33204 -2.37412 0.42651  -0.6455
H12 -1.50043 1.33339 -4.25771  0.0719
H13 -1.24960 -0.97999 -5.27369  0.0846
H14 -1.09025 -2.92725 -3.78583  0.0873
H15 -1.54600 1.51612 -1.79734  0.0880
H16 -0.69399 -4.48339 -2.30269  0.0738
H17 -0.12664 -6.00490 -0.42825  0.0813
H18 0.27212 -5.10169 1.82553  0.0808
H19 -0.38215 -2.79386 2.33152  0.0703